No. 1
Molecular formula: C3H10S3
Method: DFT, ωB97M-V/def2-TZVPD

CARTESIAN COORDINATES (ANGSTROEM)
C 0.811 1.190 -0.915
S 1.910 -0.249 -1.134
S 1.206 -1.267 0.543
C 2.283 -2.679 0.366
H -0.210 0.923 -1.180
H 0.941 1.547 0.098
H 1.080 1.946 -1.654
H 3.343 -2.431 0.354
H 2.122 -3.399 1.171
H 2.042 -3.245 -0.536
C -2.946 1.395 0.131
S -1.755 1.757 1.482
H -3.762 2.096 0.285
H -2.527 1.472 -0.867
H -3.355 0.400 0.290
H -1.184 0.545 1.565

Computed properties:
Multiplicity: 1
SMILES: CSSC.CS
Charge: 0
ΔE to the lowest compared entry with this formula, charge and spin, kcal per mole: 8.57
Energy, Eh: -1314.83445
Strongest force on any atom, eV Å⁻¹: 1.04
Frontier orbital gap, eV: 8.46
LUMO level, eV: 0.54
HOMO level, Eh: -0.291

Atom charges from the natural (NBO) analysis, given in e for atoms 1 to 6: C -0.7366; S 0.0639; S 0.0734; C -0.7659; H 0.2131; H 0.2337

---

No. 2
Molecular formula: C3H11ClInNO2P
Method: DFT, ωB97M-V/def2-TZVPD

CARTESIAN COORDINATES (ANGSTROEM)
O -1.194 -3.814 -0.873
P 0.096 -4.557 -0.010
Cl -0.429 -4.526 2.039
In 2.026 -2.865 -0.333
H -1.204 -4.282 -1.695
H 2.453 -3.043 -2.072
H 1.540 -1.192 0.030
H 3.331 -3.431 0.766
C 0.492 1.574 0.974
O 0.246 0.659 1.715
N -0.438 2.250 0.253
C -0.083 3.336 -0.633
C -1.829 1.856 0.378
H 1.519 1.935 0.804
H -0.588 4.254 -0.318
H -0.384 3.095 -1.656
H 0.992 3.501 -0.614
H -2.151 1.958 1.416
H -1.944 0.811 0.086
H -2.449 2.483 -0.259

Computed properties:
Multiplicity: 1
Charge: -1
Energy, Eh: -1317.81436
Strongest force on any atom, eV Å⁻¹: 1.58
Frontier orbital gap, eV: 6.18
LUMO level, eV: 2.80
HOMO level, Eh: -0.124

Atom charges from the Löwdin analysis, given in e for atoms 1 to 6: O -0.5284; P 0.2030; Cl -0.0579; In -0.0236; H -0.0308; H -0.1727

---

No. 3
Molecular formula: C3H11ClN2Si
Method: DFT, ωB97M-V/def2-TZVPD

CARTESIAN COORDINATES (ANGSTROEM)
C 1.246 -0.768 -1.535
C 0.885 -0.494 1.591
C -1.539 -1.134 -0.361
N -0.197 1.437 -0.352
N -1.026 2.026 0.675
Si 0.122 -0.218 -0.135
Cl -0.189 2.873 2.024
H 0.902 -0.570 -2.444
H 2.311 -0.537 -1.445
H 1.154 -1.825 -1.626
H 1.409 -1.487 1.404
H 1.430 0.374 2.035
H 0.001 -0.607 2.189
H -1.517 -1.377 -1.469
H -1.505 -2.070 0.152
H -2.477 -0.538 -0.187
H 0.509 2.162 -0.654
H -1.520 2.753 0.137

Computed properties:
Multiplicity: 1
SMILES: C[Si](C)(C)NNCl
Charge: 0
ΔE to the lowest compared entry with this formula, charge and spin, kcal per mole: 86.52
Energy, Eh: -980.05537
Strongest force on any atom, eV Å⁻¹: 4.63
Frontier orbital gap, eV: 10.11
LUMO level, eV: 0.69
HOMO level, Eh: -0.346

Atom charges from the natural (NBO) analysis, given in e for atoms 1 to 6: C -1.1126; C -1.1327; C -1.1090; N -0.8875; N -0.4289; Si 1.7656

---

No. 4
Molecular formula: C3H11FI2N2O3PS
Method: DFT, ωB97M-V/def2-TZVPD

CARTESIAN COORDINATES (ANGSTROEM)
C 1.239 -0.696 0.347
C -0.075 0.191 0.305
I 0.651 2.251 0.011
C -1.058 -0.282 -0.856
I -1.188 1.111 -2.554
N -2.408 -0.703 -0.406
P -2.475 -2.348 0.239
O -3.894 -2.857 0.061
S -3.181 0.449 0.587
O -2.647 1.812 0.427
O -4.617 0.423 0.236
F -3.099 -0.028 2.166
H 0.939 -1.717 0.673
H 1.728 -0.716 -0.658
H 1.959 -0.276 1.086
H -0.499 0.154 1.330
H -0.586 -1.189 -1.310
H -1.592 -3.169 -0.531
H -2.160 -2.430 1.623
N 4.600 2.007 -0.560
H 5.105 2.519 0.168
H 4.896 1.029 -0.555
H 3.587 2.061 -0.378
H 4.805 2.421 -1.472

Computed properties:
Multiplicity: 1
Charge: +1
Energy, Eh: -1890.59522
Strongest force on any atom, eV Å⁻¹: 7.34
Frontier orbital gap, eV: 7.49
LUMO level, eV: -4.41
HOMO level, Eh: -0.437

Atom charges from the natural (NBO) analysis, given in e for atoms 1 to 6: C -0.6462; C -0.3314; I 0.0954; C -0.2259; I 0.1953; N -0.9404

---

No. 5
Molecular formula: C3H11N
Method: DFT, ωB97M-V/def2-TZVPD

CARTESIAN COORDINATES (ANGSTROEM)
C -2.214 1.678 -1.750
H -1.987 1.185 -2.693
H -1.249 2.038 -1.400
H -3.102 2.295 -1.865
H -2.539 0.993 -0.962
C 0.452 -1.162 -0.378
N 0.602 -0.101 0.612
C 1.387 -0.560 1.748
H -0.112 -1.972 0.103
H 1.377 -1.649 -0.679
H -0.243 -0.796 -1.127
H 1.016 0.757 0.299
H 2.412 -0.867 1.474
H 1.406 0.177 2.544
H 0.941 -1.486 2.121

Computed properties:
Multiplicity: 1
SMILES: CNC.C
Charge: 0
ΔE to the lowest compared entry with this formula, charge and spin, kcal per mole: 19.80
Energy, Eh: -175.61168
Strongest force on any atom, eV Å⁻¹: 1.45
Frontier orbital gap, eV: 9.88
LUMO level, eV: 1.10
HOMO level, Eh: -0.322

Atom charges from the natural (NBO) analysis, given in e for atoms 1 to 6: C -0.8669; H 0.2101; H 0.2183; H 0.2206; H 0.2170; C -0.4239

---

No. 6
Molecular formula: C3H11N2
Method: DFT, ωB97M-V/def2-TZVPD

CARTESIAN COORDINATES (ANGSTROEM)
N 1.263 -0.964 0.801
C 0.431 -0.182 -0.222
C 1.253 1.016 -0.644
C -1.000 0.130 0.485
N -2.154 0.098 -0.482
H 1.194 -2.073 0.762
H 0.939 -0.749 1.687
H 2.282 -0.653 0.833
H 0.109 -0.788 -1.068
H 1.213 1.905 -0.003
H 0.785 1.379 -1.606
H 2.264 0.822 -1.029
H -1.193 -0.633 1.223
H -0.960 0.966 1.194
H -2.398 0.911 -0.978
H -2.100 -0.806 -0.962

Computed properties:
Multiplicity: 2
Charge: 0
ΔE to the lowest compared entry with this formula, charge and spin, kcal per mole: 49.67
Energy, Eh: -230.25386
Strongest force on any atom, eV Å⁻¹: 3.38
<S²>: 0.7507
Frontier orbital gap (alpha / beta), eV: 4.64 / 10.42
LUMO level (alpha / beta), eV: 1.01 / 0.75
HOMO level (alpha / beta), Eh: -0.133 / -0.355

Atom charges from the natural (NBO) analysis, given in e for atoms 1 to 6: N -1.0590; C -0.1271; C -0.6608; C -0.2438; N -0.8615; H 0.1823

---

No. 7
Molecular formula: C3H11N2
Method: DFT, ωB97M-V/def2-TZVPD

CARTESIAN COORDINATES (ANGSTROEM)
C -2.683 -0.121 1.761
C -1.811 -0.581 0.589
H -3.620 -0.670 1.779
H -2.180 -0.329 2.704
H -2.960 0.922 1.731
H -2.303 -1.356 0.009
H -0.828 -0.935 0.891
H -1.658 0.232 -0.135
N 2.327 0.763 -2.258
C 2.144 -0.051 -1.260
N 2.022 0.353 -0.006
H 2.434 1.756 -2.100
H 2.495 0.407 -3.187
H 1.934 -1.092 -1.466
H 2.040 -0.400 0.671
H 2.649 1.100 0.278

Computed properties:
Multiplicity: 1
Charge: +1
ΔE to the lowest compared entry with this formula, charge and spin, kcal per mole: 14.51
Energy, Eh: -230.15925
Strongest force on any atom, eV Å⁻¹: 1.50
Frontier orbital gap, eV: 10.00
LUMO level, eV: -4.41
HOMO level, Eh: -0.529

Atom charges from the natural (NBO) analysis, given in e for atoms 1 to 6: C -0.6176; C -0.6117; H 0.2188; H 0.2087; H 0.2136; H 0.2170

---

No. 8
Molecular formula: C3H11N2
Method: DFT, ωB97M-V/def2-TZVPD

CARTESIAN COORDINATES (ANGSTROEM)
C -1.409 -0.191 0.010
C -0.297 -0.643 0.920
C 1.091 -0.755 0.341
N 1.571 0.596 -0.101
N -0.952 0.936 -0.835
H -2.313 0.115 0.490
H -1.829 -0.938 -0.679
H -0.222 -0.216 1.925
H -0.416 -1.740 1.171
H 1.915 -1.496 0.463
H 0.993 -1.171 -0.740
H 1.628 1.099 0.830
H 0.069 0.980 -1.047
H 2.589 0.709 -0.482
H -1.074 1.894 -0.495
H -1.346 0.820 -1.772

Computed properties:
Multiplicity: 1
SMILES: NCCC[NH3+]
Charge: +1
ΔE to the lowest compared entry with this formula, charge and spin, kcal per mole: 41.04
Energy, Eh: -230.11697
Strongest force on any atom, eV Å⁻¹: 6.60
Frontier orbital gap, eV: 10.73
LUMO level, eV: -3.33
HOMO level, Eh: -0.517

Atom charges from the natural (NBO) analysis, given in e for atoms 1 to 6: C -0.2253; C -0.4770; C -0.2583; N -0.9040; N -0.7097; H 0.2424

---

No. 9
Molecular formula: C3H11N2
Method: DFT, ωB97M-V/def2-TZVPD

CARTESIAN COORDINATES (ANGSTROEM)
N 0.893 -1.292 -0.960
C 0.357 0.181 -0.322
C 1.450 0.529 0.694
C -0.967 -0.187 0.404
N -1.778 1.032 0.208
H 1.817 -1.115 -1.355
H 0.245 -1.803 -1.573
H 0.969 -1.944 -0.192
H 0.262 0.851 -1.150
H 1.747 -0.316 1.328
H 0.998 1.332 1.329
H 2.251 1.109 0.218
H -1.525 -1.096 0.059
H -0.776 -0.411 1.469
H -2.433 0.714 -0.505
H -2.402 1.285 0.964

Computed properties:
Multiplicity: 1
SMILES: C[C@@H]([NH3+])CN
Charge: +1
ΔE to the lowest compared entry with this formula, charge and spin, kcal per mole: 27.73
Energy, Eh: -230.13819
Strongest force on any atom, eV Å⁻¹: 3.97
Frontier orbital gap, eV: 10.42
LUMO level, eV: -3.55
HOMO level, Eh: -0.513

Atom charges from the natural (NBO) analysis, given in e for atoms 1 to 6: N -0.7345; C 0.0434; C -0.6766; C -0.2757; N -0.8248; H 0.4415

---

No. 10
Molecular formula: C3H11N2
Method: DFT, ωB97M-V/def2-TZVPD

CARTESIAN COORDINATES (ANGSTROEM)
C -0.699 0.446 -2.571
N -1.247 0.767 -1.469
H -0.844 -0.566 -2.948
H -0.038 1.129 -3.095
H -1.422 1.762 -1.350
H -0.561 0.139 0.161
C 1.259 0.497 1.867
C 1.000 -0.834 1.202
N -0.429 -0.787 0.614
H 2.275 0.538 2.253
H 0.728 0.531 2.815
H 1.062 1.356 1.228
H 0.870 -1.589 1.976
H 1.647 -1.203 0.413
H -1.149 -0.785 1.338
H -0.553 -1.621 0.047

Computed properties:
Multiplicity: 1
Charge: +1
ΔE to the lowest compared entry with this formula, charge and spin, kcal per mole: 37.36
Energy, Eh: -230.12284
Strongest force on any atom, eV Å⁻¹: 1.97
Frontier orbital gap, eV: 10.96
LUMO level, eV: -3.21
HOMO level, Eh: -0.521

Atom charges from the natural (NBO) analysis, given in e for atoms 1 to 6: C 0.0310; N -0.7238; H 0.1778; H 0.1773; H 0.3734; H 0.4701

---

No. 11
Molecular formula: C3H11N2
Method: DFT, ωB97M-V/def2-TZVPD

CARTESIAN COORDINATES (ANGSTROEM)
C -1.843 -0.427 -1.439
N -1.972 -1.230 -0.219
C -0.305 -0.153 -1.592
N 0.131 0.458 -0.422
C 1.540 0.783 -0.569
H -2.226 -0.893 -2.336
H -2.186 0.687 -1.431
H -1.387 -0.851 0.506
H -2.933 -1.279 0.156
H 0.131 -1.212 -1.709
H -0.140 0.422 -2.623
H 2.750 0.486 6.327
H 2.705 0.571 7.115
H 1.717 1.532 -1.432
H 1.822 1.250 0.370
H 2.197 -0.141 -0.701

Computed properties:
Multiplicity: 1
Charge: +1
ΔE to the lowest compared entry with this formula, charge and spin, kcal per mole: 156.89
Energy, Eh: -229.93236
Strongest force on any atom, eV Å⁻¹: 3.87
Frontier orbital gap, eV: 4.93
LUMO level, eV: -9.08
HOMO level, Eh: -0.515

Atom charges from the natural (NBO) analysis, given in e for atoms 1 to 6: C -0.2170; N -0.7839; C -0.4217; N 0.2056; C -0.5564; H 0.2349

---

No. 12
Molecular formula: C3H11N2O
Method: DFT, ωB97M-V/def2-TZVPD

CARTESIAN COORDINATES (ANGSTROEM)
C -1.053 -1.618 -0.707
C -0.697 -0.216 -0.349
C -0.555 0.896 -1.158
N -0.721 0.830 -2.581
N 0.051 -0.085 0.941
H -0.224 -2.331 -0.648
H -1.876 -1.978 -0.085
H -1.409 -1.638 -1.738
H -0.075 1.768 -0.700
H -1.666 1.071 -2.882
H -0.081 1.438 -3.067
H -0.393 0.637 1.492
H 0.072 -0.952 1.482
H 1.059 0.215 0.781
H 3.076 0.651 3.055
H 2.053 -0.194 3.829
O 2.238 0.187 2.964

Computed properties:
Multiplicity: 2
Charge: 0
ΔE to the lowest compared entry with this formula, charge and spin, kcal per mole: 44.35
Energy, Eh: -305.50115
Strongest force on any atom, eV Å⁻¹: 1.23
<S²>: 0.7535
Frontier orbital gap (alpha / beta), eV: 3.98 / 8.21
LUMO level (alpha / beta), eV: 0.71 / 0.45
HOMO level (alpha / beta), Eh: -0.120 / -0.285

Atom charges from the natural (NBO) analysis, given in e for atoms 1 to 6: C -0.6689; C -0.0646; C -0.1917; N -0.8613; N -0.8086; H 0.1925

---

No. 13
Molecular formula: C3H11N2O
Method: DFT, ωB97M-V/def2-TZVPD

CARTESIAN COORDINATES (ANGSTROEM)
C 1.239 -1.920 -0.818
C 1.366 -0.385 -0.919
N -2.074 0.916 -0.256
C -1.124 -0.011 -0.665
N 0.135 0.120 -0.184
H 1.447 -2.275 0.188
H 0.272 -2.252 -1.188
H 1.902 -2.335 -1.578
H 2.172 0.066 -0.365
H 1.181 -0.047 -1.950
H -1.794 1.702 0.306
H -3.033 0.694 -0.440
H -1.312 -0.583 -1.586
H 0.189 0.054 0.862
H 0.087 1.002 3.171
H 1.139 1.581 2.289
O 0.281 1.143 2.233

Computed properties:
Multiplicity: 2
Charge: 0
ΔE to the lowest compared entry with this formula, charge and spin, kcal per mole: 9.30
Energy, Eh: -305.55700
Strongest force on any atom, eV Å⁻¹: 4.50
<S²>: 0.7533
Frontier orbital gap (alpha / beta), eV: 5.02 / 8.60
LUMO level (alpha / beta), eV: 0.57 / 0.55
HOMO level (alpha / beta), Eh: -0.163 / -0.296

Atom charges from the natural (NBO) analysis, given in e for atoms 1 to 6: C -0.6212; C -0.2102; N -0.8586; C 0.0316; N -0.6765; H 0.2054

---

No. 14
Molecular formula: C3H11N2O
Method: DFT, ωB97M-V/def2-TZVPD

CARTESIAN COORDINATES (ANGSTROEM)
C -0.364 -1.843 -2.308
C 0.563 -1.683 -1.144
N -0.459 1.558 0.283
C 0.020 0.351 0.275
N 0.655 -0.220 -0.752
H -1.238 -2.496 -2.232
H 0.091 -2.260 -3.179
H -0.762 -0.826 -2.622
H 1.588 -2.067 -1.201
H 0.100 -2.160 -0.285
H -0.156 2.274 -0.354
H -0.450 1.817 1.295
H -0.033 -0.416 1.090
H 0.852 0.318 -1.588
H 0.350 1.984 3.645
H -1.148 1.352 3.556
O -0.248 1.505 3.054

Computed properties:
Multiplicity: 1
Charge: +1
ΔE to the lowest compared entry with this formula, charge and spin, kcal per mole: 29.63
Energy, Eh: -305.40552
Strongest force on any atom, eV Å⁻¹: 4.42
Frontier orbital gap, eV: 11.75
LUMO level, eV: -3.29
HOMO level, Eh: -0.553

Atom charges from the natural (NBO) analysis, given in e for atoms 1 to 6: C -0.6536; C -0.2186; N -0.7269; C 0.4004; N -0.5150; H 0.2515